Record 1
ORCA calculation (ωB97M-V/def2-TZVPD) on a molecular structure, C27H26ClMoN5O2 in a non-equilibrium geometry.

Last column: Löwdin charge in e.
Element x y z (Å)
Mo  0.97  -0.49  0.38  1.69
N  0.90  -0.78  2.44  -0.16
C  0.97  -2.24  2.55  -0.22
C  2.41  -2.64  2.20  -0.19
N  2.76  -1.89  0.98  -0.03
H  1.61  -0.37  3.06  0.14
H  -0.05  -0.36  2.84  0.06
H  0.26  -2.69  1.83  0.13
H  0.70  -2.60  3.55  0.14
H  2.50  -3.72  2.07  0.14
H  3.07  -2.34  3.02  0.13
H  2.80  -2.51  0.17  0.12
H  3.71  -1.51  1.07  0.10
C  4.62  0.18  -3.67  -0.03
C  4.83  -0.12  -2.33  -0.04
C  3.85  0.15  -1.40  -0.04
C  2.64  0.72  -1.80  -0.28
C  2.44  1.05  -3.14  -0.01
C  3.43  0.77  -4.07  -0.03
N  1.68  1.01  -0.83  -0.12
N  1.22  2.18  -0.82  0.17
C  0.30  2.40  0.16  -0.29
C  -0.36  3.63  0.22  0.04
C  -1.37  3.79  1.14  -0.01
C  -1.66  2.77  2.03  0.03
C  -0.93  1.58  2.02  -0.23
C  0.07  1.32  1.06  -0.13
H  5.39  -0.03  -4.39  0.12
H  5.77  -0.54  -2.01  0.12
H  4.04  0.02  -0.34  0.09
H  1.51  1.51  -3.44  0.12
H  3.27  1.01  -5.11  0.12
H  -0.09  4.40  -0.48  0.13
H  -1.93  4.71  1.19  0.13
H  -2.44  2.90  2.77  0.14
H  -1.09  1.05  3.97  0.15
Cl  -3.89  1.59  -4.15  0.77
C  -2.52  0.71  -3.66  -0.65
C  -2.15  0.68  -2.31  -0.07
C  -1.05  -0.05  -1.93  -0.04
C  -0.28  -0.75  -2.86  -0.15
C  -0.64  -0.70  -4.21  0.03
C  -1.75  0.02  -4.61  -0.05
C  0.92  -1.50  -2.43  -0.49
O  1.71  -2.05  -3.15  0.19
O  1.09  -1.47  -1.10  -0.27
H  -2.74  1.22  -1.59  0.12
H  -0.77  -0.11  -0.84  0.06
H  -0.04  -1.24  -4.92  0.14
H  -2.03  0.04  -5.65  0.12
N  -1.19  0.60  3.06  0.00
C  -2.46  -0.06  3.03  -0.26
C  -2.81  -0.85  1.94  -0.04
C  -4.03  -1.52  1.95  -0.06
C  -4.88  -1.41  3.04  -0.06
C  -4.51  -0.64  4.13  -0.05
C  -3.31  0.04  4.13  -0.02
H  -2.13  -0.94  1.09  0.09
H  -4.31  -2.14  1.11  0.11
H  -5.83  -1.92  3.03  0.12
H  -5.17  -0.56  4.99  0.12
H  -3.02  0.65  4.98  0.12

As for the relative energy (zero: lowest compared OMol25 entry of this formula, charge and spin): 1.477 eV. The charge is +2. The orbital gap (alpha / beta) comes out at 5.914 / 6.176 eV. The largest force on an atom is 2.90 eV Å⁻¹. The calculation puts the HOMO energy (alpha / beta) at -14.20 / -14.20 eV. The spin multiplicity is 1.

=====

Record 2
ORCA calculation (ωB97M-V/def2-TZVPD) on a molecular structure, C27H26F6N2O5PRuS2 in a non-equilibrium geometry.

Last column: Löwdin charge in e.
Element x y z (Å)
Ru  0.57  -0.40  1.30  1.14
C  1.72  0.81  3.85  -0.05
C  1.81  2.22  3.29  -0.37
C  0.41  2.82  3.10  -0.04
C  2.60  2.20  1.97  -0.27
C  3.03  3.60  1.50  -0.05
O  2.39  3.75  0.23  0.02
C  1.72  2.62  -0.04  -0.30
N  1.80  1.70  0.85  0.08
C  0.97  2.64  -1.30  -0.11
C  1.03  3.82  -2.04  0.01
C  0.29  3.99  -3.19  -0.03
C  -0.54  2.96  -3.62  -0.03
C  -0.59  1.78  -2.90  -0.08
C  0.17  1.58  -1.75  -0.25
P  0.09  -0.10  -1.03  1.07
C  -1.67  -0.45  -1.28  -0.39
C  -2.58  0.51  -0.82  -0.12
C  -3.94  0.28  -0.91  -0.05
C  -4.41  -0.90  -1.47  -0.05
C  -3.51  -1.83  -1.96  -0.06
C  -2.15  -1.62  -1.87  -0.09
C  1.02  -1.07  -2.27  -0.35
C  2.22  -1.66  -1.96  0.02
C  2.99  -2.37  -2.83  -0.07
C  2.53  -2.49  -4.14  -0.06
C  1.32  -1.91  -4.50  -0.06
C  0.57  -1.20  -3.58  -0.08
H  1.07  0.77  4.72  0.10
H  2.70  0.40  4.10  0.10
H  1.27  0.13  3.09  -0.01
H  2.36  2.83  4.00  0.15
H  -0.20  2.21  2.44  0.06
H  0.46  3.83  2.67  0.09
H  -0.10  2.89  4.06  0.09
H  3.48  1.55  2.09  0.14
H  4.10  3.71  1.37  0.14
H  2.68  4.40  2.15  0.13
H  1.66  4.63  -1.69  0.12
H  0.35  4.91  -3.76  0.12
H  -1.14  3.08  -4.51  0.12
H  -1.26  1.00  -3.24  0.10
H  -2.21  1.43  -0.38  0.11
H  -4.63  1.03  -0.55  0.12
H  -5.47  -1.08  -1.51  0.11
H  -3.89  -2.74  -2.43  0.12
H  -1.45  -2.35  -2.26  0.10
H  2.62  -1.52  0.05  -0.02
H  3.92  -2.84  -2.54  0.11
H  3.11  -3.03  -4.87  0.12
H  0.96  -2.01  -5.52  0.11
H  -0.38  -0.75  -3.88  0.10
F  -1.41  -4.75  -1.03  0.15
C  -1.88  -4.73  0.21  -0.66
F  -3.18  -4.47  0.18  0.15
F  -1.68  -5.90  0.78  0.17
S  -0.96  -3.43  1.20  0.65
O  -0.11  -2.68  0.27  -0.38
O  -0.29  -4.14  2.24  -0.24
N  -2.16  -2.48  1.68  -0.26
S  -1.66  -1.29  2.54  0.58
O  -1.67  0.01  1.87  -0.36
O  -0.38  -1.51  3.18  -0.35
C  -2.94  -1.15  3.87  -0.68
F  -4.12  -0.96  3.31  0.17
F  -2.94  -2.26  4.59  0.18
F  -2.63  -0.11  4.64  0.17
C  2.46  -1.22  1.10  -0.16
H  3.29  -0.60  1.43  0.02
H  2.35  -2.11  1.73  0.04

As for the relative energy (zero: lowest compared OMol25 entry of this formula, charge and spin): 2.972 eV. The charge is +1. The orbital gap (alpha / beta) comes out at 7.568 / 7.446 eV. The largest force on an atom is 1.56 eV Å⁻¹. The calculation puts the HOMO energy (alpha / beta) at -11.33 / -12.07 eV. The spin multiplicity is 5.